Molecular formula: C10H9NO2
Method: DFT, the ωB97M-V functional and the def2-TZVPD basis

- structure (SMILES) = CC(=O)Cc1nc2ccccc2o1
- relative energy (zero: lowest compared OMol25 entry of this formula, charge and spin) (eV) = 0.000
- gap between HOMO and LUMO (eV) = 9.88
- LUMO (eV) = 0.81

Cartesian coordinates (Å):
C  1.2267  0.3365  2.8726
C  1.6670  -1.0434  2.4215
O  1.8891  -1.9388  3.1881
C  1.8656  -1.2441  0.9013
C  0.8813  -0.5291  0.0327
N  1.1112  0.4684  -0.7347
C  -0.1217  0.7772  -1.3016
C  -0.5085  1.7639  -2.1964
C  -1.8462  1.8133  -2.5635
C  -2.7775  0.9165  -2.0230
C  -2.4144  -0.0537  -1.1033
C  -1.0617  -0.1032  -0.7743
O  -0.4258  -0.9685  0.0620
H  1.7925  1.1248  2.3844
H  1.3233  0.3864  3.9757
H  0.1757  0.5336  2.5924
H  2.8561  -0.8584  0.6850
H  1.8254  -2.3260  0.7185
H  0.2158  2.5232  -2.5260
H  -2.1700  2.5784  -3.2771
H  -3.8184  0.9656  -2.3180
H  -3.1489  -0.7515  -0.6887

Atomic forces in eV per Å
-0.375 -0.161 0.653
-0.356 0.562 -0.528
0.069 -0.150 0.095
-0.582 -0.342 0.335
0.180 -0.297 0.324
0.330 0.145 -0.023
-0.400 -0.209 0.294
0.268 0.638 -0.067
0.090 0.262 -0.162
-0.077 -0.034 -0.030
0.200 -0.412 0.183
-0.787 0.169 -0.572
0.525 0.191 0.234
0.261 0.028 -0.026
-0.058 0.087 -0.701
0.329 -0.296 0.106
0.157 0.002 -0.235
0.132 0.283 -0.009
-0.386 -0.533 -0.023
0.052 -0.337 0.332
0.058 0.117 -0.053
0.368 0.287 -0.127

Löwdin population analysis, charges in e, atoms 1 to 2: atom 1 (C): -0.006, atom 2 (C): -0.432


Molecular formula: C18H17N3O2
Method: DFT, the ωB97M-V functional and the def2-TZVPD basis

- structure (SMILES) = Cn1c(=O)c2c(cc(C#CCc3ccccc3)n2C)n(C)c1=O
- relative energy (zero: lowest compared OMol25 entry of this formula, charge and spin) (eV) = 4.997
- gap between HOMO and LUMO (eV) = 8.87
- LUMO (eV) = 0.42

Cartesian coordinates (Å):
C  4.5125  0.4497  4.5965
N  3.7329  -0.0424  3.4182
C  2.3205  0.0765  3.3023
O  1.6507  0.3409  4.2990
C  1.6584  -0.0652  2.0070
C  2.3427  -0.4306  0.9722
C  1.5805  -0.3375  -0.1932
C  0.2732  -0.0766  0.1435
C  -0.7695  -0.0489  -0.8089
C  -1.5239  -0.1871  -1.7143
C  -2.1395  -0.6279  -2.9828
C  -3.4188  0.1237  -3.1200
C  -3.3593  1.5414  -3.3472
C  -4.5694  2.3010  -3.3460
C  -5.7758  1.6003  -3.3938
C  -5.8101  0.1653  -3.3958
C  -4.5827  -0.5545  -3.1903
N  0.2905  0.2328  1.4838
C  -0.8898  0.3274  2.3928
N  3.6917  -0.7850  1.0487
C  4.1960  -1.8888  0.2277
C  4.3522  -0.5462  2.2563
O  5.6088  -0.7541  2.3036
H  5.4194  1.0485  4.1795
H  3.9359  1.0445  5.2281
H  4.7309  -0.4562  5.1128
H  1.8871  -0.4377  -1.2774
H  -1.4604  -0.4805  -3.7875
H  -2.4912  -1.6871  -3.0656
H  -2.4539  2.0885  -3.3980
H  -4.4589  3.4024  -3.5247
H  -6.7513  2.0833  -3.5356
H  -6.8015  -0.2902  -3.5356
H  -4.5373  -1.6472  -3.2146
H  -0.9401  -0.6578  2.8183
H  -1.8258  0.6114  1.9038
H  -0.6769  1.1432  3.2365
H  4.8055  -1.5232  -0.5536
H  4.8196  -2.5980  0.7520
H  3.4271  -2.4579  -0.2979

Atomic forces in eV per Å
1.520 -0.402 -2.949
-2.154 0.081 -3.125
-1.642 0.996 2.552
0.593 0.019 -0.310
-3.395 1.249 1.477
2.791 -0.977 -3.686
0.146 -1.049 -3.156
1.706 0.987 1.288
0.449 0.352 1.744
-0.170 -1.641 -1.915
-1.347 -0.458 1.151
1.264 2.911 -1.598
-2.941 -0.557 1.260
1.730 -0.548 -1.078
-0.658 -1.680 -0.286
1.050 1.345 0.544
-3.002 0.120 -0.708
0.333 -0.071 2.114
1.455 1.741 1.244
-0.493 -0.246 1.644
-0.040 -0.211 -0.437
5.228 -0.223 0.552
-3.407 0.289 -0.063
-1.492 -1.440 0.932
-1.327 1.037 0.600
1.036 -0.329 0.637
-0.177 -0.148 1.690
0.604 0.388 -0.710
1.044 0.456 0.779
0.958 0.103 0.022
-0.521 -1.156 0.425
0.592 0.097 0.180
0.760 -0.098 0.171
-0.327 0.327 0.232
-0.608 -0.210 0.664
0.462 -0.177 -0.371
-0.329 -1.984 -1.862
0.846 0.666 -0.847
-0.022 0.118 0.678
-0.515 0.323 0.521

Löwdin population analysis, charges in e, atoms 1 to 2: atom 1 (C): 0.023, atom 2 (N): 0.028


Molecular formula: C4H6OS
Method: DFT, the ωB97M-V functional and the def2-TZVPD basis

- relative energy (zero: lowest compared OMol25 entry of this formula, charge and spin) (eV) = 0.942
- gap between HOMO and LUMO (eV) = 9.91
- LUMO (eV) = 0.72

Cartesian coordinates (Å):
C  0.6118  1.6434  0.1621
C  0.5700  0.1318  0.3946
C  -0.5931  -1.6939  -0.6377
C  -0.8604  -0.4554  0.2778
H  1.5591  1.9004  -0.3369
H  -0.2548  1.9891  -0.4637
H  0.6172  2.1347  1.1270
H  1.0219  -0.0716  1.3197
H  -0.6208  -2.6467  -0.0719
H  -1.2659  -1.8376  -1.4876
O  -1.9225  -0.0442  0.6689
S  1.1376  -1.0499  -0.9521

Atomic forces in eV per Å
-0.027 -0.159 -0.977
-1.446 0.259 -1.687
0.307 0.198 0.758
-0.505 -0.757 -0.259
-0.376 0.040 0.074
0.896 -0.259 0.615
-0.242 0.259 0.099
0.657 -0.673 1.234
0.260 0.555 -0.113
0.228 0.436 -0.011
1.148 -0.118 -0.255
-0.901 0.219 0.522

Löwdin population analysis, charges in e, atoms 1 to 2: atom 1 (C): -0.097, atom 2 (C): -0.526


Molecular formula: C22H16AuBrClF3N2O5S
Method: DFT, the ωB97M-V functional and the def2-TZVPD basis

- relative energy (zero: lowest compared OMol25 entry of this formula, charge and spin) (eV) = 1.320
- gap between HOMO and LUMO (alpha / beta) (eV) = 6.35 / 6.25
- LUMO (alpha / beta) (eV) = -2.22 / -2.25

Cartesian coordinates (Å):
Au  -1.3068  -0.2485  -0.2713
Br  -2.3500  -1.9185  1.4737
C  -1.3282  -3.4233  0.7322
C  -1.5377  -4.6659  1.2623
C  -0.7996  -5.7558  0.7778
C  0.1410  -5.5646  -0.1943
C  0.3786  -4.2892  -0.7423
C  1.3744  -4.0874  -1.7206
C  1.5906  -2.8519  -2.2564
C  0.7900  -1.7675  -1.8535
C  -0.1806  -1.9302  -0.9115
C  -0.3976  -3.1747  -0.2968
H  -2.2645  -4.8034  2.0457
H  -0.9752  -6.7343  1.1964
H  0.7258  -6.3918  -0.5671
H  1.9654  -4.9363  -2.0337
H  2.3666  -2.6890  -2.9912
H  0.9613  -0.8032  -2.3066
Cl  4.7217  2.7277  5.4193
C  3.6025  1.8772  4.4154
C  2.5795  2.5726  3.7884
C  1.7050  1.8959  2.9573
C  1.8527  0.5298  2.7631
C  2.8607  -0.1662  3.4146
C  3.7416  0.5080  4.2418
C  0.8954  -0.2300  1.8406
O  0.7479  -1.4249  2.0016
O  0.3740  0.5356  0.9819
H  2.4749  3.6343  3.9482
H  0.8975  2.4159  2.4663
H  2.9403  -1.2326  3.2733
H  4.5326  -0.0224  4.7493
C  0.2608  4.6911  -2.2515
N  -0.1156  3.3058  -2.3213
C  -0.2895  2.5812  -3.4658
C  -0.6734  1.3288  -3.0861
N  -0.7336  1.3022  -1.7308
C  -0.4022  2.4968  -1.2958
H  0.8479  4.9545  -3.1314
H  0.8534  4.8813  -1.3564
H  -0.6300  5.3213  -2.2220
H  -0.1342  3.0052  -4.4376
H  -0.9156  0.4704  -3.6803
H  -0.3879  2.7654  -0.2608
F  -3.4442  2.2119  -2.8241
C  -3.9226  2.5832  -1.6310
F  -3.1794  3.6317  -1.2433
F  -5.1646  3.0181  -1.8143
S  -3.8150  1.1660  -0.3678
O  -5.0913  1.1389  0.2593
O  -3.4697  0.0043  -1.1922
O  -2.6731  1.5564  0.4493

Atomic forces in eV per Å
1.579 -1.251 0.394
0.400 -1.104 -0.495
-0.435 0.209 0.470
-0.147 0.673 -0.037
0.251 -0.020 -0.194
-0.160 -0.155 0.222
-0.211 0.446 0.010
0.125 0.112 -0.164
-0.108 -0.350 0.084
-0.367 0.683 0.105
-0.217 1.380 0.124
-0.373 -0.207 0.375
-0.077 -0.018 0.106
0.002 -0.099 0.006
0.058 -0.110 -0.006
0.061 -0.050 -0.015
-0.015 -0.011 -0.029
0.025 0.144 0.066
0.173 0.146 0.198
-0.262 -0.234 -0.259
0.079 0.101 0.073
0.203 -0.163 0.101
-0.349 -0.379 -0.219
-0.091 0.248 0.061
0.111 0.048 0.047
1.355 0.680 1.303
-0.287 -0.885 -0.231
-0.740 0.471 -0.993
0.018 0.109 0.052
-0.030 0.052 -0.065
-0.016 -0.098 -0.031
0.092 0.000 0.050
-0.044 0.677 0.089
-0.008 -0.342 0.059
-0.046 -0.452 -0.468
0.236 0.414 -0.381
0.151 -0.280 -0.056
0.044 -0.126 0.195
-0.014 -0.068 0.109
-0.027 -0.090 -0.091
0.061 -0.006 -0.011
0.031 0.093 -0.125
-0.055 -0.085 -0.145
0.125 0.197 0.248
-0.103 -0.230 0.061
0.124 0.055 -0.144
-0.003 0.052 0.291
-0.045 -0.221 0.216
-1.318 0.022 -1.798
-0.075 0.144 0.320
-0.879 0.307 -0.095
1.199 -0.427 0.614

Löwdin population analysis, charges in e, atoms 1 to 2: atom 1 (Au): 1.020, atom 2 (Br): 0.932